Here is a cluster of 2 separate species, C5H14 in total in a non-equilibrium geometry from the OMol25 dataset. Energies are from wB97M-V/def2-TZVPD.

Values from the calculation:
Frontier orbital gap ... 11.8125 eV
Charge ... 0
Highest occupied orbital energy ... -0.393 Ha
E_LUMO ... 1.12 eV
SMILES string ... CCC.CC

Structure (XYZ):
```
19
C5H14 | the OMol25 dataset | wB97M-V/def2-TZVPD
C -0.2025 0.0494 -1.2297
C -0.5600 1.4695 -1.5922
C -2.0009 1.8689 -1.1507
H -0.9953 -0.6796 -0.9365
H 0.7203 -0.0411 -0.6705
H 0.1139 -0.4641 -2.1854
H 0.2345 2.2099 -1.3983
H -0.5622 1.6375 -2.6824
H -2.0284 2.1487 -0.1208
H -2.2563 2.7176 -1.8125
H -2.7121 1.0952 -1.4600
C 0.5214 -1.2282 2.1393
C 1.9307 -1.7616 1.6915
H -0.0762 -1.0540 1.2417
H 0.1265 -2.0266 2.7363
H 0.7302 -0.2881 2.5708
H 2.0369 -2.6896 2.2922
H 2.6813 -0.9752 1.9052
H 2.2982 -1.9888 0.6622
```